# 1
{
  "formula": "C24H36CaGeNO4S",
  "method": "ωB97M-V/def2-TZVPD",
  "total_charge": 1,
  "e_lumo_ev": -2.649,
  "gap_ev": 9.0,
  "relative_energy_kj_mol": 32.3,
  "species": ["Ge", "Ca", "S", "O", "O", "O", "O", "N", "C", "C", "C", "C", "C", "C", "C", "C", "C", "C", "C", "C", "C", "C", "C", "C", "C", "C", "C", "C", "C", "C", "C", "C", "H", "H", "H", "H", "H", "H", "H", "H", "H", "H", "H", "H", "H", "H", "H", "H", "H", "H", "H", "H", "H", "H", "H", "H", "H", "H", "H", "H", "H", "H", "H", "H", "H", "H", "H", "H"],
  "coordinates": [[2.264713, -0.449795, -1.308124], [-1.118956, 0.215206, -0.040284], [-3.297220, -1.342061, -0.291817], [0.394454, -0.912715, -1.168096], [-3.203014, 0.156953, -0.361204], [1.174315, -3.007652, -1.262439], [-3.762561, -1.976805, -1.492401], [-1.866062, -1.812183, 0.205337], [-2.359179, 3.586825, -1.426252], [4.450724, 1.031521, -3.400607], [0.456725, 2.606422, 0.958481], [-5.237420, -1.402913, 3.215582], [4.369764, 1.513780, 1.761095], [-4.457680, -1.663389, 0.971988], [-5.492143, -2.544522, 0.693231], [0.242031, -2.286425, -1.060958], [-6.401903, -2.844098, 1.697564], [-1.616947, 3.106783, -0.207479], [2.962264, -1.039343, -2.978253], [-6.291060, -2.283740, 2.964441], [2.944029, -0.986772, 0.397127], [4.852937, 0.731499, 0.545278], [4.359009, -0.487786, -3.305924], [-1.138114, -2.786190, -0.633631], [-7.295624, -2.606547, 4.037788], [-0.253500, 2.207441, 2.086061], [4.451395, -0.742917, 0.577966], [-2.317609, 2.718403, 0.940128], [5.871687, 1.514235, -3.652049], [-4.321403, -1.089519, 2.230688], [-0.222899, 3.047896, -0.176717], [-1.647625, 2.276167, 2.074347], [4.818257, 1.125538, 2.677649], [5.005902, -1.298555, -0.181909], [2.952581, -2.126253, -2.952621], [-5.584749, -2.980183, -0.291739], [-7.505373, -3.675787, 4.068903], [-1.728565, 3.579401, -2.313866], [4.474425, 1.209852, -0.364974], [-2.703430, 4.611432, -1.275046], [0.339117, 3.376740, -1.042414], [1.539012, 2.606311, 0.968497], [4.665867, -0.907972, -4.267187], [2.701708, -2.041139, 0.522994], [-2.210221, 2.009643, 2.959309], [5.088272, -0.861283, -2.579304], [3.284638, 1.450549, 1.883606], [4.757433, -1.171195, 1.536707], [6.540826, 1.205245, -2.845060], [5.922512, 2.600649, -3.727110], [5.939628, 0.802550, 0.476413], [-6.942326, -2.300184, 5.021303], [-3.513088, -0.403643, 2.449745], [0.270803, 1.893286, 2.978426], [4.625846, 2.571638, 1.690461], [2.368796, -0.427582, 1.141232], [-3.237543, 2.971891, -1.623096], [-1.696599, -3.024023, -1.542942], [-8.240834, -2.093154, 3.849495], [1.927764, 1.045494, -1.314662], [-3.399026, 2.760742, 0.936668], [6.267573, 1.100862, -4.581903], [4.070613, 1.502407, -2.488736], [-0.965963, -3.724512, -0.112159], [2.234289, -0.722839, -3.730736], [-7.214551, -3.529664, 1.487460], [-5.138253, -0.961196, 4.199926], [3.791512, 1.377206, -4.204200]],
  "forces_ev_per_a": [[-0.53, 0.45, -0.01], [1.53, 2.68, 0.86], [-0.74, -0.46, -0.32], [0.42, -1.38, -0.17], [-0.86, -0.56, -0.06], [0.11, -0.06, -0.12], [0.20, 0.06, -0.07], [-0.06, -0.85, -0.65], [0.01, 0.03, 0.03], [-0.11, 0.06, -0.04], [-0.01, -0.03, -0.03], [-0.05, -0.01, 0.04], [-0.03, 0.03, 0.07], [-0.07, -0.11, 0.18], [-0.07, 0.04, 0.19], [-0.29, 0.36, 0.16], [-0.02, -0.05, -0.10], [-0.08, 0.00, -0.07], [0.16, -0.08, -0.43], [-0.02, 0.04, 0.12], [0.30, -0.13, 0.40], [-0.02, 0.03, -0.02], [0.02, -0.13, -0.07], [-0.18, 0.37, 0.23], [0.02, 0.00, -0.02], [-0.02, 0.02, -0.03], [-0.07, -0.06, 0.11], [0.00, 0.01, 0.01], [0.09, -0.03, -0.04], [-0.08, -0.04, -0.05], [0.01, 0.01, -0.03], [0.02, 0.01, -0.03], [0.00, -0.01, -0.02], [-0.03, 0.02, -0.03], [0.07, -0.07, -0.09], [0.02, 0.02, 0.02], [0.00, 0.01, -0.02], [0.04, 0.00, 0.02], [-0.02, -0.03, -0.04], [0.00, -0.01, 0.01], [0.02, -0.04, -0.02], [0.00, -0.05, -0.02], [0.03, -0.02, 0.01], [0.06, -0.03, 0.05], [-0.01, -0.05, 0.01], [-0.03, 0.06, 0.03], [0.02, -0.02, -0.02], [0.01, 0.02, 0.00], [-0.03, 0.00, -0.01], [-0.03, -0.02, 0.00], [0.02, -0.01, 0.05], [0.02, 0.00, -0.02], [0.05, 0.01, -0.05], [0.01, -0.04, 0.01], [0.03, -0.03, -0.03], [0.04, -0.05, 0.09], [0.00, -0.02, 0.05], [0.01, -0.01, -0.07], [0.02, -0.01, -0.02], [-0.02, 0.27, 0.00], [-0.01, -0.03, 0.00], [-0.02, 0.00, 0.02], [0.00, -0.02, 0.05], [0.04, -0.03, 0.10], [0.05, -0.03, -0.07], [0.02, 0.01, 0.01], [0.00, -0.01, -0.02], [0.02, -0.01, 0.01]]
}

# 2
{
  "formula": "C24H36N2O5",
  "method": "ωB97M-V/def2-TZVPD",
  "total_charge": 0,
  "e_lumo_ev": 0.679,
  "gap_ev": 9.3,
  "smiles": "COCCC(=O)N1CCC(Oc2ccc(C(=O)N3CCC[C@@H](CCCO)C3)cc2)CC1",
  "relative_energy_kj_mol": 8.2,
  "species": ["O", "O", "O", "O", "O", "N", "N", "C", "C", "C", "C", "C", "C", "C", "C", "C", "C", "C", "C", "C", "C", "C", "C", "C", "C", "C", "C", "C", "C", "C", "C", "H", "H", "H", "H", "H", "H", "H", "H", "H", "H", "H", "H", "H", "H", "H", "H", "H", "H", "H", "H", "H", "H", "H", "H", "H", "H", "H", "H", "H", "H", "H", "H", "H", "H", "H", "H"],
  "coordinates": [[-3.173268, 3.290063, 0.989634], [7.009319, -2.530259, -0.162578], [4.407737, -5.241286, 0.134118], [2.372325, 0.363167, 0.224221], [-7.974724, 0.569678, 1.284057], [4.120218, -3.298535, 1.223343], [-3.262270, 3.041439, -1.250199], [-2.866215, 2.399223, -2.480385], [-3.910882, 1.360734, -2.900043], [-0.010904, 0.332615, 0.792621], [-5.300774, 1.991251, -2.967200], [6.287297, -2.424668, -1.366604], [4.875436, -4.351321, 0.823210], [0.985761, 2.073475, -0.528333], [2.273353, -2.079059, 0.154704], [-6.860883, 1.287031, 1.767557], [4.141844, -0.845173, 1.230515], [-1.363362, 2.155105, -0.026842], [1.114736, 0.878077, 0.184354], [-5.660146, 2.697793, -1.653540], [-2.679019, 2.866230, -0.042708], [-6.356679, 2.343843, 0.784288], [-4.546464, 3.702049, -1.331776], [-1.231264, 0.978927, 0.694919], [4.553214, -2.129515, 1.953587], [-0.235178, 2.701824, -0.633951], [2.639977, -0.823625, 0.950884], [2.698514, -3.315760, 0.939376], [6.322840, -4.414918, 1.282126], [-5.882434, 1.696933, -0.516463], [7.294805, -3.856445, 0.226370], [-8.674639, 1.199804, 1.078652], [6.857462, -2.845312, -2.203664], [-6.087256, 0.536361, 1.942156], [-2.096480, 0.560079, 1.187164], [4.098504, -2.146654, 2.954306], [6.468259, -3.909589, 2.234513], [-3.638664, 0.953124, -3.874998], [2.151083, -3.353507, 1.890466], [1.868819, 2.491499, -0.985218], [-2.783257, 3.167890, -3.259295], [-6.630546, 0.966490, -0.835077], [-5.535519, 2.883776, 1.255810], [7.292394, -4.516153, -0.648644], [8.303663, -3.845267, 0.653379], [4.416021, 0.016808, 1.839346], [1.201247, -2.117073, -0.042016], [-0.315763, 3.632133, -1.177210], [6.558563, -5.472595, 1.411202], [-6.588191, 3.261529, -1.802620], [4.672535, -0.771752, 0.282218], [0.043400, -0.586374, 1.354498], [-4.496790, 4.458357, -2.123966], [2.095919, -0.810909, 1.906983], [5.321276, -2.936034, -1.311428], [-1.893540, 1.923143, -2.354955], [-5.319429, 2.723625, -3.778731], [-7.164601, 3.052259, 0.574877], [-7.103550, 1.763349, 2.728532], [6.132748, -1.361162, -1.541969], [-4.957983, 1.156895, -0.308724], [-6.043238, 1.224002, -3.193834], [5.635840, -2.122771, 2.052457], [2.792854, -2.046778, -0.804683], [2.489022, -4.224842, 0.373049], [-3.908431, 0.539632, -2.182301], [-4.725772, 4.198799, -0.378543]],
  "forces_ev_per_a": [[-0.06, -0.07, 0.30], [0.02, 0.13, 0.31], [0.08, -0.29, -0.24], [0.00, 0.18, -0.05], [-0.43, -0.18, -0.21], [-0.28, 0.14, 0.00], [-0.07, 0.17, -0.10], [0.12, -0.49, -0.30], [0.02, 0.24, -0.10], [0.28, -0.21, 0.07], [-0.01, -0.06, 0.14], [-0.03, -0.01, -0.17], [0.29, -0.13, 0.26], [0.12, -0.14, 0.05], [-0.05, 0.21, 0.32], [0.24, 0.50, 0.15], [-0.32, 0.00, 0.13], [0.13, -0.06, 0.22], [-0.14, 0.19, -0.10], [0.15, -0.11, -0.08], [0.20, 0.03, -0.03], [0.03, -0.53, 0.06], [-0.42, 0.22, 0.22], [-0.11, 0.26, -0.17], [0.22, 0.30, 0.08], [-0.08, -0.13, 0.11], [0.23, -0.43, -0.04], [-0.25, -0.16, -0.32], [0.12, 0.19, -0.33], [-0.17, 0.38, 0.01], [0.05, -0.23, 0.18], [0.04, -0.07, 0.04], [-0.03, 0.02, 0.02], [0.02, 0.07, 0.05], [-0.08, -0.03, 0.07], [0.09, 0.02, -0.01], [0.05, -0.02, 0.01], [0.03, -0.06, 0.00], [0.00, -0.04, -0.02], [0.11, 0.06, -0.05], [0.06, -0.04, 0.02], [0.07, -0.05, -0.03], [-0.02, 0.12, 0.00], [0.02, 0.02, 0.04], [-0.11, -0.09, -0.09], [0.02, 0.03, 0.00], [-0.02, -0.01, -0.03], [0.00, 0.08, -0.08], [-0.08, 0.05, 0.04], [0.03, 0.00, 0.03], [0.05, 0.00, -0.06], [0.05, -0.09, 0.03], [0.00, -0.01, 0.04], [0.04, 0.02, -0.09], [-0.01, 0.04, -0.05], [-0.12, 0.12, -0.08], [-0.03, 0.01, -0.08], [-0.05, 0.09, 0.04], [0.10, -0.10, -0.07], [-0.06, -0.03, -0.07], [0.05, -0.13, 0.00], [-0.06, 0.02, -0.06], [-0.12, -0.04, 0.06], [0.01, 0.00, -0.04], [-0.03, 0.15, 0.17], [0.07, -0.07, 0.00], [0.02, 0.03, -0.14]]
}